Entry 1:
# CH3ClN2

The molecule CH3ClN2 (ωB97M-V/def2-TZVPD, the OMol25 dataset).

HOMO-LUMO gap: 10.94 eV
relative energy (zero: lowest compared OMol25 entry of this formula, charge and spin): 3.187 eV
SMILES: ClC1NN1
HOMO energy: -9.8 eV
E_tot: -16585.764 eV

Structure (ORCA input):
```
! wB97M-V def2-TZVPD RIJCOSX def2/J DEFGRID3
* xyz 0 1
Cl -2.439 -0.010 -0.065
N 0.099 -0.667 -0.639
N 0.166 0.732 -0.431
C -0.744 -0.012 0.230
H 0.985 -1.156 -0.277
H -0.505 0.083 1.387
H -0.087 1.146 -1.285
*
```

Results of the natural (NBO) charge analysis, in e, for atoms 1 through 5: -0.01, -0.47, -0.46, 0.04, 0.36



Entry 2:
# C2H6N2O2S

The molecule C2H6N2O2S (ωB97M-V/def2-TZVPD, the OMol25 dataset).

HOMO-LUMO gap: 9.30 eV
relative energy (zero: lowest compared OMol25 entry of this formula, charge and spin): 4.343 eV
SMILES: O/N=N\CCSO
HOMO energy: -8.8 eV
E_tot: -20077.743 eV

Structure (ORCA input):
```
! wB97M-V def2-TZVPD RIJCOSX def2/J DEFGRID3
* xyz 0 1
S -0.578 1.508 0.199
O -1.788 -1.150 -0.740
O 0.620 2.367 -0.565
N -0.682 -0.891 -1.648
N 0.452 -0.944 -1.237
C 0.166 0.088 1.024
C 0.882 -0.961 0.121
H 0.729 3.286 -0.288
H 0.830 0.290 1.932
H -2.460 -0.622 -1.081
H -0.791 -0.247 1.550
H 0.752 -1.995 0.703
H 1.868 -0.728 0.031
*
```

Results of the natural (NBO) charge analysis, in e, for atoms 1 through 5: 0.51, -0.63, -0.87, 0.16, -0.16



Entry 3:
# C2H4N2OS2

The molecule C2H4N2OS2 (ωB97M-V/def2-TZVPD, the OMol25 dataset).

HOMO-LUMO gap: 9.38 eV
relative energy (zero: lowest compared OMol25 entry of this formula, charge and spin): 3.992 eV
SMILES: O=CSN/C=N\S
HOMO energy: -9.4 eV
E_tot: -28833.091 eV

Structure (ORCA input):
```
! wB97M-V def2-TZVPD RIJCOSX def2/J DEFGRID3
* xyz 0 1
S 0.742 1.632 -0.320
S -1.348 -0.847 -0.675
O -3.102 1.062 -0.511
N 1.970 0.213 -0.586
N 0.103 -1.111 0.233
C -2.228 0.455 0.278
C 1.558 -0.971 -0.235
H -1.842 0.981 1.385
H 2.236 -1.909 -0.408
H 1.846 2.408 0.068
H 0.065 -1.913 0.771
*
```

Results of the natural (NBO) charge analysis, in e, for atoms 1 through 5: 0.08, 0.45, -0.55, -0.49, -0.83



Entry 4:
# H16O8

A 8-piece molecular cluster, H16O8 overall (ωB97M-V/def2-TZVPD, the OMol25 dataset).

HOMO-LUMO gap (alpha / beta): 11.58 / 3.44 eV
relative energy (zero: lowest compared OMol25 entry of this formula, charge and spin): 1.523 eV
HOMO energy (alpha / beta): -14.8 / -14.8 eV
E_tot: -16628.484 eV

Structure (ORCA input):
```
! wB97M-V def2-TZVPD RIJCOSX def2/J DEFGRID3
* xyz 1 2
O 2.286 1.160 -1.520
O -3.077 -1.683 -0.791
O -3.114 -0.733 2.601
O -1.096 2.131 -2.147
O 2.565 -1.298 1.867
O -0.390 -0.279 0.571
O 1.468 -2.736 -0.608
O 0.132 3.003 0.862
H 2.239 -2.018 1.327
H -2.467 -1.294 -0.165
H -0.692 2.541 -2.911
H 0.486 -0.489 0.896
H 2.325 -2.431 -0.906
H 2.543 2.003 -1.893
H -2.504 -0.516 1.895
H -0.269 0.520 0.056
H 0.901 -2.642 -1.374
H -3.925 -1.296 -0.573
H 2.526 1.224 -0.595
H 3.518 -1.363 1.803
H -1.560 1.371 -2.499
H 0.603 3.597 1.447
H -3.202 -1.685 2.557
H 0.703 2.916 0.099
*
```

Results of the natural (NBO) charge analysis, in e, for atoms 1 through 5: -0.94, -0.77, -0.66, -0.95, -0.96



Entry 5:
# C24H25N7O3Se2Ti

C24H25N7O3Se2Ti as an isolated structure (ωB97M-V/def2-TZVPD, the OMol25 dataset).

HOMO-LUMO gap (alpha / beta): 6.90 / 6.72 eV
relative energy (zero: lowest compared OMol25 entry of this formula, charge and spin): 1.166 eV
HOMO energy (alpha / beta): -7.9 / -8.2 eV
E_tot: -195674.439 eV

Structure (ORCA input):
```
! wB97M-V def2-TZVPD RIJCOSX def2/J DEFGRID3
* xyz 0 3
Se 3.088 2.212 2.224
Se -1.165 1.791 2.053
Ti 0.677 -0.419 -0.243
O 0.850 2.336 -0.744
O 4.249 -1.738 0.754
O 2.139 -0.997 0.799
N -0.478 -1.040 1.185
N -0.991 0.038 -1.526
N 0.813 1.432 0.034
N 0.636 -2.098 -1.374
N -2.163 -5.216 2.278
N 2.271 -0.030 -1.592
N -0.961 -3.072 2.393
C 0.795 -3.951 -2.649
C 3.809 0.969 3.540
C -1.672 3.436 3.008
C -0.719 -2.088 1.695
C -0.374 -2.077 -2.315
C 3.414 -0.543 -1.121
C -4.481 1.258 -1.684
C -3.338 0.776 -1.058
C 4.599 0.068 -3.086
C -0.298 -3.226 -3.114
C 1.332 -3.223 -1.582
C 1.443 2.591 3.231
C -5.870 0.143 -0.069
C -3.479 -0.028 0.069
C 3.415 0.603 -3.575
C 2.272 0.532 -2.800
C -1.221 -0.956 -2.331
C -1.603 -4.206 2.294
C -1.958 1.142 -1.577
C 4.598 -0.521 -1.832
C -4.735 -0.346 0.560
C -5.740 0.942 -1.193
C 0.376 1.479 3.255
C 3.304 -1.168 0.259
H 3.373 1.068 -4.549
H -6.850 -0.103 0.316
H 3.807 1.441 4.520
H 5.479 -0.966 -1.393
H 1.325 0.932 -3.140
H -1.994 3.187 4.016
H 1.054 3.510 2.793
H 3.206 0.064 3.543
H -2.596 -0.413 0.550
H -0.837 4.130 3.044
H 4.826 0.725 3.247
H 1.789 2.815 4.241
H -2.494 3.889 2.459
H -0.972 -3.474 -3.917
H 2.177 -3.487 -0.964
H -2.058 -0.933 -3.032
H -0.047 1.395 4.256
H 1.164 -4.890 -3.024
H -1.563 1.963 -0.977
H -4.392 1.886 -2.563
H 5.504 0.103 -3.675
H -4.819 -0.973 1.438
H 0.766 0.510 2.948
H -6.624 1.321 -1.689
H -2.056 1.493 -2.611
*
```

Results of the natural (NBO) charge analysis, in e, for atoms 1 through 5: 0.27, 0.32, 1.55, -0.22, -0.57



Entry 6:
# C2H5N3S2

The molecule C2H5N3S2 (ωB97M-V/def2-TZVPD, the OMol25 dataset).

HOMO-LUMO gap: 8.76 eV
relative energy (zero: lowest compared OMol25 entry of this formula, charge and spin): 4.175 eV
SMILES: S=CNN/C=N/S
HOMO energy: -8.7 eV
E_tot: -28292.492 eV

Structure (ORCA input):
```
! wB97M-V def2-TZVPD RIJCOSX def2/J DEFGRID3
* xyz 0 1
S -3.172 -1.006 -0.163
S 3.500 -1.103 -0.173
N -1.854 0.179 0.186
N 1.526 0.795 -0.054
N 0.090 1.048 -0.257
C -0.779 -0.030 -0.508
C 2.038 -0.466 0.346
H 1.247 -0.894 0.898
H -3.818 -1.140 1.003
H -0.642 -0.718 -1.323
H -0.348 1.838 0.473
H 2.213 1.498 -0.428
*
```

Results of the natural (NBO) charge analysis, in e, for atoms 1 through 5: 0.09, -0.11, -0.56, -0.44, -0.45